Entry 1:
87
Properties=species:S:1:pos:R:3:forces:R:3 method="wB97M-V/def2-TZVPD" spin_multiplicity=6 s_squared=8.80 gap_ev="8.444 / 5.846" charge=+2 e_lumo_ev="-5.06 / -8.64" e_homo_ev="-13.50 / -14.48"
Ir -2.81296 -0.03703 -0.09444 0.3 -1.2 -0.2
C 3.97024 -3.53223 -1.56334 0.0 0.1 0.1
C 3.60784 -2.76103 -0.27784 0.3 0.0 -0.1
C 4.40104 -1.45663 -0.26004 -0.2 -0.2 -0.1
C 3.99514 -3.59113 0.96216 -0.2 0.2 -0.1
C 2.11424 -2.54273 -0.28614 -0.1 -1.1 0.1
C 1.49734 -1.29183 -0.44834 -0.9 0.9 0.0
C 0.14884 -1.10093 -0.14174 0.6 -1.2 -0.1
N -0.51816 0.08047 -0.03724 -1.2 1.1 0.0
C 0.09034 1.28427 0.12276 -0.2 0.2 0.1
C 1.46504 1.47447 0.39506 0.2 0.2 0.1
C 2.06684 2.71977 0.28126 -0.2 -0.1 0.0
C 1.23714 3.81297 0.03786 0.1 -0.3 0.0
C -0.15406 3.72487 -0.06764 -0.6 -0.3 -0.1
C -0.71546 2.45497 0.01376 0.6 0.4 0.1
O -2.10216 2.25807 -0.03834 0.7 -0.2 -0.8
C -0.98256 4.99057 -0.28604 -0.2 0.2 0.0
C -1.83106 4.86217 -1.56104 0.1 0.0 0.1
C -0.11336 6.24347 -0.44294 -0.1 -0.2 0.1
C -1.86126 5.23537 0.94906 0.2 -0.1 -0.2
C 3.57714 2.88597 0.34736 0.3 -0.2 0.2
C 4.13204 2.25257 1.63156 -0.2 0.1 -0.2
C 4.03724 4.34367 0.31216 -0.2 -0.2 0.0
C 4.16554 2.18047 -0.88384 -0.1 0.1 0.1
C -0.69436 -2.28473 0.00636 0.5 0.7 0.0
O -1.94656 -2.12343 0.11606 -0.2 0.5 0.0
C -0.08436 -3.58563 -0.03124 0.1 -0.5 0.2
C 1.29034 -3.65843 -0.13514 -0.1 0.1 0.0
C -0.93676 -4.83013 0.02946 -0.3 -0.2 -0.2
C -1.85716 -4.84023 1.25676 0.1 0.2 0.0
C -0.10796 -6.11633 0.04136 0.0 0.2 0.0
C -1.78386 -4.83793 -1.26324 0.1 0.0 0.2
H 5.05154 -3.61453 -1.63074 0.1 0.0 0.0
H 3.61374 -2.99583 -2.44004 0.0 0.0 -0.1
H 3.55014 -4.53283 -1.57014 -0.1 -0.1 0.0
H 5.45884 -1.67723 -0.14894 0.1 0.0 0.0
H 4.11184 -0.82353 0.57576 0.0 0.2 0.1
H 4.28564 -0.92433 -1.20144 0.0 0.2 0.0
H 5.07644 -3.65853 1.03506 0.1 0.0 -0.1
H 3.61034 -4.60443 0.91816 -0.1 -0.1 0.0
H 3.62544 -3.11943 1.87116 0.0 0.0 0.1
H 2.06614 -0.47733 -0.86444 0.1 0.1 0.1
H 2.02754 0.63257 0.76266 0.2 0.0 -0.1
H 1.69044 4.78307 -0.03024 0.0 0.1 0.0
H -1.19386 4.69847 -2.42774 0.1 0.0 -0.1
H -2.38196 5.78457 -1.72154 -0.1 0.1 0.0
H -2.54706 4.04827 -1.51054 -0.1 -0.1 0.0
H 0.55244 6.16867 -1.29784 0.1 0.0 -0.1
H 0.46014 6.44157 0.45816 0.2 0.1 0.1
H -0.75926 7.10287 -0.60724 -0.1 0.0 0.0
H -2.67026 4.50747 1.03936 -0.2 0.3 0.0
H -2.33216 6.21247 0.87596 -0.2 0.0 0.0
H -1.26666 5.19917 1.85926 0.0 0.0 0.1
H 3.70814 2.73717 2.50646 0.0 0.0 0.2
H 5.21014 2.38337 1.65886 0.1 -0.1 0.0
H 3.91834 1.18927 1.69036 0.0 -0.2 0.0
H 3.64604 4.90727 1.15386 -0.1 0.2 0.1
H 3.76014 4.82947 -0.62004 -0.1 0.1 -0.1
H 5.12204 4.37037 0.37116 0.1 0.0 0.0
H 3.91404 1.12587 -0.89154 0.0 -0.2 0.0
H 5.24774 2.27347 -0.88354 0.2 0.0 0.0
H 3.78954 2.62737 -1.80114 0.0 0.1 -0.1
H 1.75814 -4.62603 -0.10384 0.0 -0.1 0.1
H -1.26676 -4.93293 2.16446 0.0 0.0 0.2
H -2.52326 -5.69733 1.19646 0.0 -0.1 0.0
H -2.45126 -3.93243 1.31366 -0.1 -0.1 0.1
H 0.51344 -6.18673 0.93256 0.1 0.0 0.0
H 0.51264 -6.19133 -0.84954 0.1 -0.1 0.0
H -0.78226 -6.96893 0.04446 -0.1 -0.1 0.0
H -2.40376 -3.95013 -1.33954 -0.1 0.0 -0.1
H -2.41896 -5.71973 -1.25534 -0.1 -0.1 -0.1
H -1.13396 -4.88793 -2.13344 0.0 0.0 -0.2
F -4.19976 2.75077 0.72266 -0.3 0.3 -0.3
B -2.91906 2.61117 0.99696 -0.6 -0.2 1.1
F -2.57126 2.47947 2.25746 0.4 0.1 0.1
C -6.59046 0.78027 0.08906 -0.1 0.3 -0.2
C -6.05186 -0.58923 0.03056 -0.2 0.4 0.1
N -4.78296 -0.98843 -0.10044 0.2 0.7 0.1
C -4.82216 -2.35973 -0.12514 -0.3 -1.0 0.0
C -6.10696 -2.78633 -0.00544 0.8 -0.2 -0.1
N -6.86326 -1.65843 0.08696 0.3 0.3 0.0
H -5.85596 1.48927 0.44456 0.0 0.0 0.1
H -7.45266 0.80387 0.75166 0.0 0.1 0.0
H -6.91596 1.09697 -0.90274 0.0 0.0 0.0
H -3.93336 -2.94133 -0.22184 0.1 -0.2 0.0
H -6.50826 -3.77683 0.02946 -0.1 -0.2 0.0
H -7.86996 -1.62663 0.16306 0.1 0.1 0.0

Entry 2:
92
Properties=species:S:1:pos:R:3:forces:R:3 method="wB97M-V/def2-TZVPD" spin_multiplicity=6 s_squared=8.79 gap_ev="6.753 / 7.193" charge=-1 e_lumo_ev="2.35 / 1.65" e_homo_ev="-4.40 / -5.54"
Ir -0.75438 -0.29012 1.73817 -0.2 -0.2 0.1
C 0.49532 -4.26625 1.00374 0.0 0.0 0.0
C 0.85769 -2.80122 0.73247 0.2 -0.2 -0.3
O 0.11627 -2.05559 1.63145 -0.3 0.6 0.4
C 0.56731 -2.48241 -0.71264 0.0 0.0 -0.1
C 0.05335 -1.37023 -1.27843 0.1 -0.1 0.1
C -0.02313 -1.26800 -2.78213 0.0 0.0 -0.1
N -0.41363 -0.31865 -0.52426 0.0 0.4 0.2
N -0.41144 0.86064 -1.13678 0.0 -0.1 0.0
C -0.99471 1.81610 -0.39620 -0.1 -0.4 -0.2
O -1.61556 1.60238 0.67190 0.1 0.1 0.3
C -0.89736 3.20754 -0.90684 0.0 0.1 0.0
C -1.41072 4.24002 -0.12554 0.0 -0.1 -0.1
C -1.33534 5.54959 -0.56904 0.0 0.1 0.0
C -0.74528 5.83834 -1.79151 0.0 0.1 0.0
C -0.22529 4.81137 -2.56848 0.0 0.1 -0.1
C -0.29798 3.50134 -2.12955 0.0 -0.1 0.0
H -0.59006 -4.36442 1.02833 0.0 0.0 0.0
H 0.88147 -4.56530 1.97702 0.0 0.0 0.1
H 0.90028 -4.93247 0.24092 0.0 -0.1 0.0
H 0.88768 -3.25119 -1.40705 0.0 0.0 -0.1
H -0.53606 -2.14347 -3.18125 0.0 0.0 0.0
H 0.97465 -1.23222 -3.22219 0.0 0.0 0.0
H -0.55963 -0.37298 -3.08447 0.0 0.0 0.0
H -1.86264 3.98732 0.82200 0.0 0.0 0.1
H -1.73862 6.34813 0.04087 0.0 0.0 0.0
H -0.68743 6.86245 -2.13795 0.0 0.0 0.0
H 0.23715 5.03471 -3.52244 0.0 0.0 0.0
H 0.10247 2.69049 -2.72182 0.0 0.0 0.0
C 3.76731 -3.27166 -1.67491 0.0 0.0 0.2
Si 3.77083 -3.39649 0.20871 0.0 0.1 -0.1
C 5.33096 -2.55085 0.84923 -0.2 -0.1 -0.1
C 3.90433 -5.21693 0.67638 0.0 0.2 0.0
C 2.34167 -2.49342 1.02238 0.1 -0.1 -0.1
H 4.73389 -3.57974 -2.07442 0.1 0.0 0.0
H 3.57337 -2.25379 -2.00777 0.0 0.1 0.0
H 3.00963 -3.91044 -2.12237 -0.1 -0.1 0.0
H 6.22822 -2.98543 0.41305 0.1 -0.1 -0.1
H 5.40121 -2.65435 1.93035 0.0 0.0 0.1
H 5.33030 -1.48694 0.62502 0.0 0.2 -0.1
H 4.85423 -5.61618 0.32097 0.1 0.0 0.0
H 3.10769 -5.82408 0.25435 -0.1 0.0 -0.1
H 3.87557 -5.34275 1.75699 0.0 0.0 0.1
H 2.47661 -1.42502 0.82347 0.0 0.0 0.0
H 2.47614 -2.60041 2.10461 0.0 -0.1 0.1
C 1.88382 3.26395 2.41836 -0.1 -0.1 0.2
N 2.42595 3.13758 1.08644 0.1 0.1 0.1
C 2.56361 4.37141 0.35061 0.0 0.1 -0.1
C 2.47009 1.90993 0.49916 0.1 -0.1 -0.3
O 1.87937 0.93111 0.93425 0.1 0.0 0.1
N 3.25233 1.84441 -0.65343 -0.2 -0.1 0.1
C 3.15732 0.61983 -1.41580 0.1 -0.1 0.0
C 4.57771 2.42187 -0.64845 0.1 0.1 0.0
H 2.56765 3.85655 3.03512 0.0 0.0 0.0
H 1.75573 2.27684 2.85715 0.0 0.1 0.0
H 0.90982 3.75497 2.39604 -0.1 0.0 0.0
H 1.64517 4.95271 0.45036 -0.1 0.1 0.0
H 2.71953 4.16668 -0.70425 0.0 0.0 0.0
H 3.39723 4.97364 0.73026 0.0 0.0 0.0
H 2.13224 0.27366 -1.41555 -0.1 -0.1 0.0
H 3.80008 -0.16975 -1.00176 0.0 0.0 0.0
H 3.47057 0.82077 -2.44232 0.0 0.0 0.0
H 4.66528 3.17092 0.13445 0.1 -0.1 -0.1
H 4.79908 2.89332 -1.61008 0.0 0.0 0.0
H 5.33319 1.64582 -0.46618 0.0 0.0 0.0
F -2.17228 0.80082 4.21747 0.2 -0.1 -0.3
C -1.01619 0.97166 3.50887 0.0 0.4 0.5
F -0.02439 0.76898 4.45702 -0.1 -0.1 -0.3
F -0.97111 2.33971 3.31719 0.0 -0.2 -0.2
C -6.59763 0.54786 -2.15850 -0.1 0.0 -0.1
C -5.77868 -0.16992 -1.12569 0.1 0.0 0.0
C -5.88603 0.14962 0.21925 0.0 0.0 -0.1
C -5.10100 -0.47495 1.18016 0.1 0.0 0.0
C -5.20414 -0.07771 2.62406 -0.1 0.0 0.0
C -4.20208 -1.46088 0.77842 0.0 0.0 0.0
C -4.09599 -1.81918 -0.56442 0.0 -0.1 0.0
C -3.15243 -2.91291 -0.98155 0.1 0.0 0.0
C -4.87758 -1.15892 -1.50038 -0.1 0.0 0.0
C -3.32622 -2.13870 1.81106 -0.4 -0.1 -0.5
O -3.44911 -3.33268 2.03613 0.0 -0.2 0.0
O -2.51946 -1.34413 2.40639 0.5 0.4 0.5
H -7.40519 1.11304 -1.69419 0.0 0.0 0.0
H -7.03836 -0.15156 -2.87086 0.0 0.0 0.0
H -5.98327 1.25033 -2.72621 0.0 0.0 0.0
H -6.58821 0.91415 0.53066 -0.1 0.1 0.0
H -6.04288 0.60058 2.77978 0.0 0.0 0.0
H -4.28728 0.40768 2.95024 0.0 0.0 0.0
H -5.34096 -0.95293 3.26011 0.0 0.0 0.0
H -3.40788 -3.84746 -0.48207 0.0 0.0 0.0
H -2.12420 -2.67235 -0.69607 -0.1 0.0 0.0
H -3.18333 -3.06466 -2.05968 0.0 0.0 -0.1
H -4.78626 -1.42915 -2.54593 0.0 0.0 -0.1

Entry 3:
97
Properties=species:S:1:pos:R:3:forces:R:3 method="wB97M-V/def2-TZVPD" spin_multiplicity=2 s_squared=0.75 gap_ev="6.570 / 4.701" charge=+2 e_lumo_ev="-5.13 / -7.00" e_homo_ev="-11.70 / -11.70" e_above_lowest_kcal_mol=34.3
Ir 0.49794 -1.31439 0.32590 -0.8 0.0 0.0
C -0.04263 -3.93601 -4.44959 0.0 0.0 0.0
N -0.30854 -2.77361 -3.60419 0.0 0.0 0.0
C -1.21317 -1.74353 -4.10092 0.0 0.0 0.0
C 0.26542 -2.61733 -2.39690 0.0 0.1 0.0
N 0.25052 -1.49893 -1.73090 0.0 0.0 0.0
N 0.88305 -3.75408 -1.90096 0.1 0.0 0.0
C 1.55390 -3.94440 -0.70989 0.1 0.0 -0.1
N 2.23876 -5.10706 -0.65002 0.0 -0.1 0.0
N 1.49178 -3.10086 0.25864 0.0 -0.1 0.0
H -0.38914 -3.71631 -5.45408 0.0 0.0 0.0
H -0.57524 -4.82733 -4.10523 0.0 0.0 0.0
H 1.02683 -4.13913 -4.51778 0.0 0.0 0.0
H -1.79306 -2.15851 -4.91965 0.0 0.0 0.0
H -0.68133 -0.86222 -4.46967 0.0 0.0 0.0
H -1.91059 -1.43955 -3.32074 0.0 0.0 0.0
H -0.26900 -0.77430 -2.20989 0.1 0.0 0.0
H 0.74662 -4.59174 -2.44125 0.0 0.0 0.0
H 2.55034 -5.56175 -1.49137 0.0 0.0 0.0
H 2.74451 -5.33348 0.18958 0.0 0.0 0.0
H 2.08157 -3.31391 1.05471 -0.1 -0.1 0.1
C -1.62895 -1.05042 5.48173 0.0 0.0 0.0
C -2.60168 -1.46869 4.40168 -0.1 0.1 0.0
C -3.01035 -0.34648 3.47392 0.0 0.0 0.0
O -2.04613 -2.61777 3.65407 0.0 0.0 -0.2
P -1.02455 -2.65271 2.47446 0.1 0.0 0.2
S -1.68174 -2.01672 0.65423 0.3 -0.2 -0.1
S 0.58629 -1.45621 2.70995 -0.1 0.1 0.0
O -0.70259 -4.17571 2.30997 0.0 -0.1 0.1
C -0.44917 -5.17494 3.37503 0.0 0.0 0.0
C 0.47698 -4.63330 4.44140 0.0 0.0 0.0
C -1.76253 -5.69804 3.91132 0.0 0.0 0.0
H -2.13879 -0.38042 6.17509 0.0 0.0 0.0
H -0.76697 -0.52909 5.06451 0.0 0.0 0.0
H -1.28212 -1.91315 6.04934 0.0 0.0 0.0
H -3.48647 -1.91265 4.85458 0.0 0.0 0.0
H -2.14245 0.09187 2.97574 0.0 0.0 0.0
H -3.50087 0.42839 4.06470 0.0 0.0 0.0
H -3.71263 -0.69063 2.71586 0.0 0.0 0.0
H 0.05211 -5.96356 2.81469 0.0 0.0 0.0
H -0.00181 -3.83714 5.01378 0.0 0.0 0.0
H 1.40523 -4.25030 4.01868 0.0 0.0 0.0
H 0.72168 -5.43741 5.13536 0.0 0.0 0.0
H -2.24139 -4.97615 4.57027 0.0 0.0 0.0
H -1.57125 -6.60901 4.47925 0.0 0.0 0.0
H -2.44229 -5.94326 3.09643 0.0 0.0 0.0
C -0.36286 2.70332 4.06107 0.2 0.1 0.2
S 1.06622 2.22077 3.09089 0.2 -0.1 0.1
C 1.75060 3.85031 2.76355 0.0 0.1 0.4
H -0.03957 3.13381 5.00902 -0.1 0.0 0.0
H -0.95355 1.81020 4.25496 0.0 0.0 0.0
H -0.96214 3.43067 3.51308 -0.1 0.0 0.0
H 0.96241 4.52883 2.43509 0.1 0.0 -0.1
H 2.49932 3.74775 1.98574 0.1 0.1 -0.1
H 2.22147 4.23657 3.66788 0.0 0.1 -0.1
S -0.32686 0.86703 0.48597 0.1 0.1 -0.5
Sb 0.04596 2.23807 -1.39288 -0.6 -0.3 0.5
C -0.18946 4.12327 -0.51171 0.0 0.0 -0.1
C 0.51219 5.24433 -0.94218 0.0 0.0 0.0
C 0.28987 6.46759 -0.32350 0.0 0.0 0.0
C -0.63562 6.57046 0.70451 0.0 0.0 0.0
C -1.34884 5.45219 1.11856 0.0 0.0 -0.1
C -1.12694 4.22347 0.51542 0.0 0.0 0.0
C -1.62260 1.84600 -2.61781 0.1 0.0 -0.2
C -2.75745 1.26501 -2.05751 0.0 0.0 0.0
C -3.88435 1.06294 -2.84364 0.0 0.0 0.0
C -3.87282 1.43141 -4.18205 0.0 0.0 0.0
C -2.73989 2.01191 -4.73962 0.0 0.0 0.0
C -1.61265 2.22528 -3.95920 -0.1 0.0 0.0
C 1.66542 2.14883 -2.71813 0.0 0.0 0.1
C 2.73772 3.02869 -2.61879 0.1 -0.1 0.0
C 3.74899 2.97938 -3.56644 0.1 0.0 0.0
C 3.69572 2.05131 -4.59558 0.0 0.0 0.0
C 2.62915 1.16693 -4.68548 0.0 0.0 0.0
C 1.60947 1.21591 -3.74960 0.0 0.0 0.0
H 1.21578 5.18690 -1.76191 0.0 0.0 0.0
H 0.83504 7.34136 -0.65402 0.0 0.0 0.0
H -0.81124 7.52746 1.17732 0.0 0.0 0.0
H -2.08652 5.54028 1.90556 0.0 0.0 0.0
H -1.68292 3.35445 0.84767 0.0 0.0 0.0
H -2.76631 0.97501 -1.01190 0.0 0.0 0.0
H -4.77293 0.62427 -2.40844 0.0 0.0 0.0
H -4.75382 1.27776 -4.79124 0.0 0.0 0.0
H -2.73839 2.31150 -5.77923 0.0 0.0 0.0
H -0.73893 2.69154 -4.39937 0.0 0.0 0.0
H 2.81552 3.72818 -1.79802 0.0 0.0 0.0
H 4.58533 3.66085 -3.49061 0.0 0.0 0.0
H 4.48990 2.01435 -5.32895 0.0 0.0 0.0
H 2.59102 0.44210 -5.48767 0.0 0.0 0.0
H 0.77612 0.52856 -3.83241 0.0 0.1 0.0
F 2.77427 -0.63145 0.93831 1.9 0.0 -1.2
C 3.71198 -0.20930 -0.01312 -3.9 0.3 -0.4
F 3.04255 -0.24174 -1.20083 1.5 -0.4 1.2
C 4.02483 1.22427 0.34154 0.5 2.2 0.7
F 2.90175 2.02889 0.28332 0.8 -1.2 -0.1
F 4.91245 1.74770 -0.49827 -0.2 -0.3 0.1
F 4.47950 1.31674 1.58876 -0.1 -0.3 -0.5